One molecule with the formula C5H8N2 in a non-equilibrium geometry, computed with the ωB97M-V functional and the def2-TZVPD basis.

Kohn-Sham gap, eV: 9.18
SMILES: CN/C(C)=C\C#N
Max |F|, eV/A: 5.71
Multiplicity: 1
Energy above the lowest of the compared OMol25 structures with the same formula, charge and spin, kJ/mol: 149.5
Total charge: 0

Each atom is followed by the atoms it is bonded to, with distances in Å.
CARTESIAN COORDINATES (ANGSTROEM)
1 C -0.76704 -1.50209 -1.00011  N2 1.451, H8 1.145, H9 1.139, H10 1.106
2 N -0.30643 -0.87731 0.22579  C1 1.451, C3 1.324, H11 0.983
3 C 0.22391 0.31566 0.44388  N2 1.324, C4 1.466, C5 1.290
4 C 0.56684 0.60146 1.84070  C3 1.466, H12 1.082, H13 1.150, H14 1.148
5 C 0.50946 1.24662 -0.40292  C3 1.290, C6 1.411, H15 1.108
6 C 0.24757 1.18264 -1.78802  C5 1.411, N7 1.203
7 N -0.15973 1.11894 -2.91867  C6 1.203
8 H 0.03392 -1.79799 -1.76325  C1 1.145
9 H -1.49641 -2.32991 -0.71742  C1 1.139
10 H -1.47486 -0.83805 -1.53078  C1 1.106
11 H -0.44531 -1.46167 1.00445  N2 0.983
12 H 1.24823 -0.14836 2.22006  C4 1.082
13 H 1.12677 1.60535 1.79547  C4 1.150
14 H -0.32836 0.76586 2.54022  C4 1.148
15 H 1.02143 2.11885 0.05059  C5 1.108

Atomic partial charges in e from the Löwdin method, atoms 1 to 4: -0.091, -0.009, -0.444, -0.038

One molecule with the formula C5H8N2 in a non-equilibrium geometry, computed with the ωB97M-V functional and the def2-TZVPD basis.

Kohn-Sham gap, eV: 9.60
SMILES: C=C(C)CN=C=N
Max |F|, eV/A: 4.21
Multiplicity: 1
Energy above the lowest of the compared OMol25 structures with the same formula, charge and spin, kJ/mol: 261.1
Total charge: 0

Each atom is followed by the atoms it is bonded to, with distances in Å.
CARTESIAN COORDINATES (ANGSTROEM)
1 C -0.03942 -1.61639 -0.87845  C2 1.341, H8 1.079, H9 1.080
2 C 0.02734 -0.61980 0.01682  C1 1.341, C3 1.501, C4 1.566
3 C -0.91583 -0.53015 1.18087  C2 1.501, H10 1.091, H11 1.090, H12 1.088
4 C 1.42491 0.07829 0.13150  C2 1.566, N5 1.423, H13 1.097, H14 1.095
5 N 1.19750 1.38801 -0.37708  C4 1.423, C6 1.243
6 C 0.01554 1.65134 -0.65590  N5 1.243, N7 1.227
7 N -0.91651 2.27320 -1.15499  C6 1.227, H15 1.007
8 H 0.67797 -1.71112 -1.67858  C1 1.079
9 H -0.77590 -2.40305 -0.80570  C1 1.080
10 H -1.57739 0.32359 1.02927  C3 1.091
11 H -0.39968 -0.36206 2.12611  C3 1.090
12 H -1.52069 -1.42924 1.28246  C3 1.088
13 H 1.65446 0.12123 1.20323  C4 1.097
14 H 2.22030 -0.41680 -0.43561  C4 1.095
15 H -1.07262 3.25295 -0.98395  N7 1.007

Atomic partial charges in e from the Löwdin method, atoms 1 to 4: 0.056, -0.378, -0.064, -0.192

A 2-piece molecular cluster, C5H8N2 overall in a non-equilibrium geometry, computed with the ωB97M-V functional and the def2-TZVPD basis.

Kohn-Sham gap, eV: 9.04
Max |F|, eV/A: 5.06
Multiplicity: 1
Energy above the lowest of the compared OMol25 structures with the same formula, charge and spin, kJ/mol: 477.4
Total charge: 0

Each atom is followed by the atoms it is bonded to, with distances in Å.
CARTESIAN COORDINATES (ANGSTROEM)
1 C -1.03909 -0.50233 1.68809  N6 1.158
2 C 1.09775 1.02972 0.12850  C3 1.463, N7 1.397, H8 1.070, H9 1.160
3 C -0.09802 1.87253 0.12869  C2 1.463, N7 1.494, H10 1.072, H11 1.196
4 C 0.09388 -1.67711 -0.79026  C5 1.502, H12 1.042, H13 1.095, H14 1.136
5 C -0.71287 -0.41008 -0.76346  C4 1.502, N7 1.389, H15 1.051
6 N -1.51880 -0.88650 2.66907  C1 1.158
7 N 0.09893 0.71608 -0.79685  C2 1.397, C3 1.494, C5 1.389
8 H 2.07016 1.26827 -0.24959  C2 1.070
9 H 1.13786 0.25377 0.98993  C2 1.160
10 H -0.67565 1.95602 1.02842  C3 1.072
11 H 0.14843 2.92087 -0.39130  C3 1.196
12 H -0.18476 -2.51101 -0.23191  C4 1.042
13 H 1.12592 -1.59145 -0.43395  C4 1.095
14 H 0.14928 -2.10357 -1.84125  C4 1.136
15 H -1.69302 -0.33520 -1.13412  C5 1.051

Atomic partial charges in e from the Löwdin method, atoms 1 to 4: -0.255, -0.196, -0.092, -0.084

One molecule with the formula C5H8N2 in a non-equilibrium geometry, computed with the ωB97M-V functional and the def2-TZVPD basis.

Kohn-Sham gap, eV: 9.47
SMILES: CCc1cnc[nH]1
Max |F|, eV/A: 1.51
Multiplicity: 1
Energy above the lowest of the compared OMol25 structures with the same formula, charge and spin, kJ/mol: 22.6
Total charge: 0

Each atom is followed by the atoms it is bonded to, with distances in Å.
CARTESIAN COORDINATES (ANGSTROEM)
1 C 2.20346 -1.30818 0.30403  C2 1.528, H8 1.085, H9 1.094, H10 1.087
2 C 1.41305 -0.57529 -0.77854  C1 1.528, C3 1.497, H11 1.088, H12 1.096
3 C 0.14998 -0.00761 -0.20986  C2 1.497, C4 1.359, N7 1.387
4 C -0.66541 -0.48356 0.76708  C3 1.359, N5 1.390, H13 1.078
5 N -1.77229 0.33619 0.95238  C4 1.390, C6 1.305
6 C -1.62242 1.27673 0.06025  N5 1.305, N7 1.356, H14 1.078
7 N -0.57508 1.03503 -0.76699  C3 1.387, C6 1.356, H15 1.005
8 H 2.08203 -0.85527 1.28197  C1 1.085
9 H 1.85806 -2.34523 0.35903  C1 1.094
10 H 3.24862 -1.43334 0.03163  C1 1.087
11 H 1.22200 -1.23150 -1.62551  C2 1.088
12 H 1.99278 0.26304 -1.18245  C2 1.096
13 H -0.51484 -1.30044 1.45349  C4 1.078
14 H -2.17576 2.19960 0.13027  C6 1.078
15 H -0.20829 1.70384 -1.42181  N7 1.005

Atomic partial charges in e from the Löwdin method, atoms 1 to 4: -0.108, -0.198, -0.280, -0.121

One molecule with the formula C5H8N2 in a non-equilibrium geometry, computed with the ωB97M-V functional and the def2-TZVPD basis.

Kohn-Sham gap, eV: 10.70
SMILES: C[C@H]1[C@@H](C#N)N1C
Max |F|, eV/A: 1.07
Multiplicity: 1
Energy above the lowest of the compared OMol25 structures with the same formula, charge and spin, kJ/mol: 165.8
Total charge: 0

Each atom is followed by the atoms it is bonded to, with distances in Å.
CARTESIAN COORDINATES (ANGSTROEM)
1 C -1.97282 0.10807 0.07060  C2 1.509, H8 1.093, H9 1.095, H10 1.095
2 C -0.62598 -0.37634 -0.40749  C1 1.509, C3 1.502, N6 1.437, H11 1.095
3 C 0.49353 0.56474 -0.74898  C2 1.502, C4 1.451, N6 1.441, H12 1.093
4 C 0.44918 2.00644 -0.59223  C3 1.451, N5 1.157
5 N 0.49027 3.14574 -0.39649  C4 1.157
6 N 0.47272 -0.16327 0.49437  C2 1.437, C3 1.441, C7 1.446
7 C 1.55632 -1.06804 0.80670  N6 1.446, H13 1.100, H14 1.093, H15 1.094
8 H -1.83022 0.95701 0.74462  C1 1.093
9 H -2.61014 0.41960 -0.76324  C1 1.095
10 H -2.49000 -0.68444 0.62205  C1 1.095
11 H -0.63502 -1.27562 -1.03302  C2 1.095
12 H 1.15569 0.22622 -1.55038  C3 1.093
13 H 2.09487 -1.45005 -0.07289  C7 1.100
14 H 1.19037 -1.90771 1.40274  C7 1.093
15 H 2.26124 -0.50236 1.42363  C7 1.094

Atomic partial charges in e from the Löwdin method, atoms 1 to 4: -0.046, -0.285, -0.252, -0.166

One molecule with the formula C5H8N2 in a non-equilibrium geometry, computed with the ωB97M-V functional and the def2-TZVPD basis.

Kohn-Sham gap, eV: 9.69
SMILES: CCn1ccnc1
Max |F|, eV/A: 2.02
Multiplicity: 1
Energy above the lowest of the compared OMol25 structures with the same formula, charge and spin, kJ/mol: 99.5
Total charge: 0

Each atom is followed by the atoms it is bonded to, with distances in Å.
CARTESIAN COORDINATES (ANGSTROEM)
1 C 1.82407 -0.68351 -0.09430  C2 1.529, H8 1.094, H9 1.095, H10 1.095
2 C 0.97755 0.40611 -0.75345  C1 1.529, N3 1.455, H11 1.092, H12 1.098
3 N -0.39536 0.30921 -0.28287  C2 1.455, C4 1.381, C7 1.344
4 C -0.78290 0.89793 0.90425  N3 1.381, C5 1.379, H13 1.072
5 C -1.93727 0.23974 1.27257  C4 1.379, N6 1.369, H14 1.086
6 N -2.28523 -0.67372 0.31475  C5 1.369, C7 1.318
7 C -1.34919 -0.58009 -0.60890  N3 1.344, N6 1.318, H15 1.081
8 H 2.85429 -0.67891 -0.46326  C1 1.094
9 H 1.83879 -0.53473 0.99061  C1 1.095
10 H 1.38581 -1.66662 -0.29414  C1 1.095
11 H 0.98009 0.32613 -1.84240  C2 1.092
12 H 1.36269 1.39693 -0.47741  C2 1.098
13 H -0.58155 1.93876 0.74686  C4 1.072
14 H -2.53427 0.34506 2.17338  C5 1.086
15 H -1.35751 -1.04227 -1.58570  C7 1.081

Atomic partial charges in e from the Löwdin method, atoms 1 to 4: -0.078, -0.199, -0.136, -0.102

One molecule with the formula C5H8N2, computed with the ωB97M-V functional and the def2-TZVPD basis.

Kohn-Sham gap, eV: 9.89
SMILES: Cc1cnn(C)c1
Max |F|, eV/A: 0.39
Multiplicity: 1
Energy above the lowest of the compared OMol25 structures with the same formula, charge and spin, kJ/mol: 92.9
Total charge: 0

Each atom is followed by the atoms it is bonded to, with distances in Å.
CARTESIAN COORDINATES (ANGSTROEM)
1 C 2.36207 -0.29807 -0.10754  C2 1.503, H8 1.095, H9 1.100, H10 1.094
2 C 0.98930 0.13028 0.32990  C1 1.503, C3 1.426, C7 1.368
3 C 0.42715 1.42027 0.56290  C2 1.426, N4 1.326, H11 1.087
4 N -0.89918 1.40046 0.55646  C3 1.326, N5 1.353
5 N -1.22645 0.09597 0.41325  N4 1.353, C6 1.455, C7 1.358
6 C -2.38724 -0.27885 -0.38050  N5 1.455, H12 1.098, H13 1.088, H14 1.095
7 C -0.11508 -0.67711 0.30582  C2 1.368, N5 1.358, H15 1.082
8 H 3.01499 0.55198 -0.33222  C1 1.095
9 H 2.23120 -0.85492 -1.04658  C1 1.100
10 H 2.86074 -0.95048 0.61501  C1 1.094
11 H 0.94707 2.36531 0.69876  C3 1.087
12 H -2.18553 -0.01632 -1.42723  C6 1.098
13 H -3.29314 0.22017 -0.04347  C6 1.088
14 H -2.51657 -1.36385 -0.30269  C6 1.095
15 H -0.20932 -1.74485 0.15814  C7 1.082

Atomic partial charges in e from the Löwdin method, atoms 1 to 4: -0.061, -0.265, -0.116, 0.059

A 2-piece molecular cluster, C5H8N2 overall, computed with the ωB97M-V functional and the def2-TZVPD basis.

Kohn-Sham gap, eV: 6.87
Max |F|, eV/A: 0.46
Multiplicity: 1
Energy above the lowest of the compared OMol25 structures with the same formula, charge and spin, kJ/mol: 514.5
Total charge: 0

Each atom is followed by the atoms it is bonded to, with distances in Å.
CARTESIAN COORDINATES (ANGSTROEM)
1 C 2.61941 -0.64164 0.11163  N2 1.456, H8 1.092, H9 1.090, H10 1.093
2 N 1.21636 -0.25604 0.07000  C1 1.456, C3 1.410, N7 1.271
3 C 0.73625 1.05031 -0.15561  N2 1.410, C4 1.373, H11 1.085
4 C -0.63492 1.08437 -0.10306  C3 1.373, C5 1.474
5 C -0.87473 -0.34166 0.18171  C4 1.474, C6 1.343, N7 1.427
6 C -2.04900 -0.96502 0.37067  C5 1.343, H14 1.086, H15 1.087
7 N 0.31320 -1.12647 0.27519  N2 1.271, C5 1.427
8 H 3.16339 -0.07169 -0.64455  C1 1.092
9 H 2.68995 -1.71140 -0.08339  C1 1.090
10 H 3.02258 -0.41384 1.10213  C1 1.093
11 H 1.48411 1.81592 -0.33593  C3 1.085
12 H -2.94797 1.94903 -0.75296  H13 0.751
13 H -3.66979 2.05355 -0.93218  H12 0.751
14 H -2.97166 -0.39591 0.30993  C6 1.086
15 H -2.09717 -2.02952 0.58642  C6 1.087

Atomic partial charges in e from the Löwdin method, atoms 1 to 4: 0.000, -0.203, -0.149, -0.037

no.,HOMO (eV)
1,-8.46
2,-9.20
3,-9.73
4,-8.55
5,-9.80
6,-8.71
7,-8.90
8,-7.95